Record 1
The following is a quantum chemistry calculation of C37H34AsF3MoO4P2S2 as an isolated structure, from the Open Molecules 2025 dataset.

Atoms and positions in Å:
Mo  -0.07  0.29  0.13
S  -0.93  1.04  2.30
P  -0.34  2.88  1.64
C  0.02  2.28  0.04
P  1.43  2.56  -0.96
S  2.32  0.81  -0.45
C  0.94  2.53  -2.68
C  1.92  2.51  -3.59
C  1.70  2.23  -5.00
C  0.50  1.82  -5.43
C  -0.66  1.78  -4.50
C  -0.50  2.36  -3.08
C  2.38  4.02  -0.58
C  1.85  5.26  -0.95
C  2.54  6.42  -0.64
C  3.77  6.33  0.02
C  4.30  5.10  0.37
C  3.60  3.94  0.09
C  -1.62  4.12  1.61
C  -2.05  4.69  2.81
C  -3.06  5.63  2.80
C  -3.63  6.02  1.60
C  -3.21  5.46  0.40
C  -2.21  4.50  0.40
C  1.06  3.48  2.58
C  1.97  2.58  3.13
C  3.09  3.06  3.80
C  3.28  4.43  3.93
C  2.38  5.33  3.38
C  1.27  4.86  2.69
H  2.95  2.67  -3.28
H  2.54  2.30  -5.67
H  0.34  1.55  -6.46
H  -1.56  2.16  -4.99
H  -1.09  3.25  -2.85
H  0.90  5.33  -1.48
H  2.15  7.38  -0.92
H  4.32  7.24  0.24
H  5.26  5.04  0.87
H  3.99  2.97  0.37
H  -1.60  4.40  3.76
H  -3.40  6.07  3.73
H  -4.42  6.76  1.59
H  -3.66  5.76  -0.53
H  -1.88  4.04  -0.52
H  1.80  1.52  3.05
H  3.79  2.37  4.25
H  4.15  4.80  4.47
H  2.53  6.39  3.48
H  0.56  5.56  2.27
F  -3.29  1.84  -3.26
C  -2.65  1.13  -2.34
F  -3.22  -0.08  -2.27
F  -2.82  1.73  -1.15
C  -1.15  1.01  -2.67
O  -0.96  0.46  -3.94
O  -0.55  0.26  -1.66
C  -3.93  -0.21  0.71
As  -2.25  -1.20  0.68
C  -2.53  -2.69  -0.53
C  -2.22  -1.99  2.45
H  -4.61  -0.75  1.36
H  -4.36  -0.16  -0.29
H  -3.77  0.79  1.10
H  -3.57  -2.99  -0.47
H  -1.88  -3.50  -0.24
H  -2.30  -2.39  -1.55
H  -3.11  -2.61  2.54
H  -2.26  -1.21  3.21
H  -1.35  -2.61  2.58
O  0.27  -2.97  0.31
C  0.93  -2.38  1.13
O  0.85  -1.02  1.16
C  1.84  -2.95  2.12
C  2.58  -2.15  3.00
C  3.42  -2.75  3.92
C  3.52  -4.14  3.97
C  2.79  -4.93  3.10
C  1.95  -4.34  2.17
H  2.50  -1.08  2.95
H  4.00  -2.15  4.60
H  4.18  -4.60  4.69
H  2.88  -6.01  3.14
H  1.38  -4.94  1.48

Computed properties:
ΔE to the lowest compared entry with this formula, charge and spin in eV: 2.568
Spin multiplicity: 1
Total charge: +2
Kohn-Sham gap in eV: 6.296
Electronic energy in eV: -158192.8184
Molecular weight in g mol⁻¹: 896.61

Atom charges from the Löwdin analysis, given in e for atoms 1 to 8: atom 1 (Mo): 1.3209, atom 2 (S): 0.4610, atom 3 (P): 0.6023, atom 4 (C): -0.6672, atom 5 (P): 0.5594, atom 6 (S): 0.5009, atom 7 (C): -0.2898, atom 8 (C): -0.0326

---

Record 2
The following is a quantum chemistry calculation of a 12-piece molecular cluster, CH25O12 overall at a distorted geometry, from the Open Molecules 2025 dataset.

Atoms and positions in Å:
C  0.20  0.11  -0.05
O  -1.19  0.07  -0.06
H  0.68  -0.28  0.86
H  0.62  -0.51  -0.84
H  0.58  1.14  -0.01
O  -1.47  2.89  -1.04
H  -1.39  1.97  -0.75
H  -2.38  2.95  -1.35
O  -2.76  0.43  2.21
H  -3.17  -0.44  2.24
H  -2.02  0.33  1.60
O  -1.67  -2.56  0.97
H  -1.46  -1.67  0.66
H  -0.82  -2.93  1.23
O  2.73  -0.48  -2.81
H  3.41  0.18  -2.69
H  3.04  -1.02  -3.54
O  -0.73  2.24  2.61
H  -0.49  1.68  1.86
H  -1.60  1.93  2.87
O  0.90  -0.47  3.58
H  0.27  -0.63  2.87
H  0.35  -0.26  4.34
O  -0.55  -1.78  -2.99
H  -0.30  -1.47  -2.11
H  0.18  -2.34  -3.26
O  0.32  1.05  -3.52
H  -0.25  0.39  -3.10
H  1.19  0.64  -3.52
O  2.55  1.71  2.72
H  2.76  1.40  3.60
H  1.70  1.30  2.53
O  -3.56  0.10  -1.52
H  -3.92  -0.76  -1.30
H  -2.67  0.10  -1.16
O  3.94  -1.45  -0.27
H  3.39  -1.32  -1.05
H  3.58  -2.22  0.16

Computed properties:
ΔE to the lowest compared entry with this formula, charge and spin in eV: 1.039
Spin multiplicity: 1
Total charge: -1
Kohn-Sham gap in eV: 7.652
Electronic energy in eV: -26014.4674
Molecular weight in g mol⁻¹: 229.20

Atom charges from the Löwdin analysis, given in e for atoms 1 to 8: atom 1 (C): -0.2872, atom 2 (O): -0.4081, atom 3 (H): 0.0454, atom 4 (H): 0.0398, atom 5 (H): 0.0801, atom 6 (O): -0.0665, atom 7 (H): -0.0220, atom 8 (H): 0.0241

---

Record 3
The following is a quantum chemistry calculation of C6H10O as an isolated structure, from the Open Molecules 2025 dataset.

Atoms and positions in Å:
C  0.37  -0.06  2.26
C  0.75  0.39  0.74
O  1.61  -0.43  0.22
C  0.61  0.03  -2.26
C  -0.64  0.12  -1.74
C  -1.09  -0.75  -0.58
C  -0.63  0.36  0.26
H  1.35  -0.03  2.75
H  0.02  -1.09  2.26
H  -0.32  0.60  2.80
H  1.05  1.46  0.88
H  0.92  0.71  -3.05
H  1.31  -0.71  -1.90
H  -1.35  0.84  -2.14
H  -0.45  -1.63  -0.48
H  -2.16  -0.96  -0.57
H  -1.34  1.14  0.54

Computed properties:
ΔE to the lowest compared entry with this formula, charge and spin in eV: 3.913
Spin multiplicity: 1
Total charge: 0
Kohn-Sham gap (alpha / beta) in eV: 7.369 / 7.371
Electronic energy in eV: -8427.3277
Molecular weight in g mol⁻¹: 98.14

Atom charges from the Löwdin analysis, given in e for atoms 1 to 8: atom 1 (C): -0.0131, atom 2 (C): -0.6238, atom 3 (O): -0.1559, atom 4 (C): 0.0848, atom 5 (C): -0.1682, atom 6 (C): -0.1422, atom 7 (C): -0.0118, atom 8 (H): 0.0831

---

Record 4
The following is a quantum chemistry calculation of an isolated ion of composition C6H13NP and charge +1 at a distorted geometry, from the Open Molecules 2025 dataset.

Atoms and positions in Å:
C  -1.57  0.82  0.78
C  0.99  0.00  -0.01
C  -0.02  -1.12  0.19
C  1.21  0.46  -1.51
C  2.01  0.30  1.08
C  -0.38  -2.48  0.22
N  -0.42  0.06  0.42
P  -3.01  0.47  -0.41
H  -1.95  0.47  1.79
H  -1.22  1.89  0.54
H  1.09  -0.24  -2.29
H  2.17  0.79  -1.59
H  0.51  1.19  -1.77
H  3.00  0.11  0.52
H  1.94  -0.54  1.85
H  2.22  1.31  1.49
H  -1.27  -2.71  -0.44
H  -0.53  -2.70  1.33
H  0.53  -3.06  -0.15
H  -2.53  1.07  -1.57
H  -3.61  1.58  0.11

Computed properties:
SMILES: CC1=[N+](CP)C1(C)C
ΔE to the lowest compared entry with this formula, charge and spin in eV: 1.907
Spin multiplicity: 1
Total charge: +1
Kohn-Sham gap in eV: 9.655
Electronic energy in eV: -17201.6102
Molecular weight in g mol⁻¹: 130.15

Atom charges from the Löwdin analysis, given in e for atoms 1 to 8: atom 1 (C): -0.3860, atom 2 (C): -0.2983, atom 3 (C): -0.1469, atom 4 (C): 0.0384, atom 5 (C): -0.0059, atom 6 (C): 0.0231, atom 7 (N): -0.0107, atom 8 (P): 0.8326

---

Record 5
The following is a quantum chemistry calculation of C33H28FeN6O3S2 as an isolated structure, from the Open Molecules 2025 dataset.

Atoms and positions in Å:
Fe  0.03  0.65  0.14
C  0.46  -0.95  2.74
C  0.96  -0.94  1.32
N  1.75  0.09  0.94
N  2.79  -0.16  0.07
C  2.87  0.67  -0.91
S  1.68  1.86  -1.33
S  4.29  0.44  -1.98
C  3.60  -0.86  -3.07
C  4.20  -2.21  -2.81
C  5.29  -2.64  -3.56
C  5.88  -3.88  -3.32
C  5.37  -4.70  -2.32
C  4.29  -4.27  -1.57
C  3.71  -3.03  -1.81
C  0.83  -2.18  0.50
C  1.22  -3.42  0.97
C  1.07  -4.59  0.22
C  0.50  -4.49  -1.04
C  0.08  -3.27  -1.54
C  0.20  -2.08  -0.79
O  -0.24  -0.95  -1.24
H  0.77  -0.03  3.23
H  0.87  -1.80  3.31
H  -0.63  -1.02  2.79
H  3.76  -0.56  -4.11
H  2.52  -0.86  -2.88
H  5.69  -2.00  -4.34
H  6.72  -4.20  -3.92
H  5.82  -5.67  -2.13
H  3.87  -4.90  -0.79
H  2.87  -2.70  -1.20
H  1.68  -3.48  1.96
H  1.40  -5.54  0.61
H  0.38  -5.39  -1.65
H  -0.38  -3.20  -2.52
O  -0.66  2.40  2.07
C  0.12  3.27  2.77
C  1.43  3.55  2.48
C  2.06  4.50  3.30
C  1.36  5.11  4.34
C  0.03  4.81  4.62
C  -0.62  3.86  3.82
C  -1.89  3.29  3.75
N  -1.90  2.31  2.79
N  -3.02  1.96  2.10
C  -2.88  0.93  1.29
O  -1.84  0.24  1.08
C  -4.11  0.58  0.50
C  -4.03  -0.49  -0.38
C  -5.12  -0.84  -1.16
C  -6.30  -0.12  -1.07
C  -6.38  0.96  -0.19
C  -5.29  1.31  0.58
H  1.92  3.04  1.67
H  3.09  4.75  3.12
H  1.88  5.84  4.96
H  -0.48  5.30  5.44
H  -2.79  3.47  4.31
H  -3.08  -1.03  -0.45
H  -5.04  -1.68  -1.85
H  -7.16  -0.39  -1.68
H  -7.30  1.53  -0.12
H  -5.33  2.15  1.26
N  -2.90  1.99  -2.72
C  -3.17  3.17  -2.07
C  -2.31  3.21  -1.02
N  -1.53  2.09  -1.02
C  -1.90  1.37  -2.05
H  -3.40  1.61  -3.51
H  -3.95  3.84  -2.39
H  -2.21  3.96  -0.26
H  -1.47  0.42  -2.31

Computed properties:
ΔE to the lowest compared entry with this formula, charge and spin in eV: 5.203
Spin multiplicity: 5
Total charge: -2
Kohn-Sham gap (alpha / beta) in eV: 4.983 / 4.535
Electronic energy in eV: -105814.9998
Expectation value of S²: 6.42
Molecular weight in g mol⁻¹: 676.61

Atom charges from the Löwdin analysis, given in e for atoms 1 to 8: atom 1 (Fe): 0.4779, atom 2 (C): -0.0618, atom 3 (C): -0.3833, atom 4 (N): -0.1213, atom 5 (N): -0.0683, atom 6 (C): -1.1593, atom 7 (S): 0.4816, atom 8 (S): 0.7837